{"formula": "C3H4LiO2Tb", "method": "ωB97M-V/def2-TZVPD", "s_squared": 15.76, "total_charge": 3, "spin_multiplicity": 8, "largest_force_ha_per_bohr": 0.0794, "orbital_gap_ev": [7.609, 7.060], "e_homo_ha": [-0.777, -0.778], "species": ["C", "H", "H", "C", "O", "Tb", "H", "O", "H", "C", "Li"], "coordinates": [[1.4278, 1.0291, -3.0397], [1.6819, -0.7563, 3.2062], [1.3435, -0.6621, 1.2776], [1.5389, 0.2491, 2.8017], [1.6562, 1.1271, -4.1342], [-2.2509, -1.3089, 0.8102], [-0.2350, 1.5214, 2.2086], [0.3406, -0.0680, 0.9693], [1.8878, 0.9887, 3.5266], [0.4100, 0.6469, 2.1250], [0.8876, 0.8239, -0.7727]], "forces_ev_per_a": [[0.1, 0.1, -1.0], [0.5, -0.5, -1.0], [-2.7, 1.4, -0.9], [-2.5, 2.4, 2.0], [-0.2, -0.1, 1.3], [0.0, -0.2, 0.3], [0.3, 0.0, 0.0], [0.3, -3.6, -2.0], [0.2, -0.3, 0.1], [3.4, 0.3, 1.8], [0.6, 0.4, -0.6]], "mulliken_spin": [0.000, 0.000, 0.009, 0.008, 0.000, 7.227, -0.008, -0.175, 0.001, -0.025, -0.037]}